A molecular structure, C8H25Li2N2O8. Source: the OMol25 dataset; level of theory: ωB97M-V/def2-TZVPD.

Geometry as XYZ:
```
45
Properties=species:S:1:pos:R:3:forces:R:3:lowdin_charge:R:1
Li -3.6626 17.1216 12.0725 -0.7 -0.2 -0.7 0.348
Li -6.9999 16.9743 10.7704 1.1 -0.5 0.4 0.630
C -4.9634 16.7496 9.0707 0.4 -1.0 0.7 -0.326
O -4.9203 16.4718 10.4456 -0.6 0.5 0.4 -0.544
H -5.5744 17.5992 8.7658 -0.1 0.5 0.0 0.073
H -3.9742 16.8477 8.6237 0.3 0.6 0.4 0.049
H -5.3623 15.8860 8.5384 -0.6 -0.2 -0.5 0.035
C -3.2438 13.0497 10.4400 -2.2 -2.0 1.3 -0.176
C -4.3858 12.3780 9.5245 2.8 2.5 0.7 -0.168
O -4.7336 13.4323 8.6181 -1.0 -0.9 -0.9 -0.117
O -3.8793 13.7087 11.5860 0.8 -0.8 -1.0 -0.122
H -2.5054 13.7024 9.9744 -0.4 -0.1 -0.5 0.117
H -2.7545 12.1491 10.8107 0.5 0.4 0.6 0.102
H -5.1772 11.9733 10.1554 -0.2 0.3 -0.1 0.115
H -3.9068 11.5559 8.9927 -0.3 0.2 -0.5 0.112
H -5.1441 14.1731 9.0701 -0.1 -0.1 0.6 0.042
H -4.2970 14.4917 11.2199 -0.2 0.7 -0.1 -0.003
C -7.3510 13.3935 4.1580 1.7 0.7 0.2 -0.202
C -6.9643 13.6652 5.6543 -0.5 -0.2 -0.9 -0.221
O -6.2763 14.9136 5.7597 -0.3 -0.2 -0.3 -0.078
O -6.2517 12.7103 3.5219 -0.5 -0.3 0.1 -0.087
H -7.3918 14.3354 3.6110 -0.6 0.4 0.4 0.112
H -8.2748 12.8554 3.9456 0.2 -0.2 0.5 0.112
H -6.3080 12.8572 5.9776 0.0 -0.1 -0.1 0.112
H -7.8456 13.6618 6.2957 -0.2 0.1 0.1 0.100
H -5.6866 14.8569 6.5151 0.1 -0.1 0.0 0.032
H -5.6345 13.3976 3.2605 0.2 -0.1 0.0 0.080
C -8.4808 14.9446 11.6391 -0.6 -1.9 2.0 -0.259
C -7.3139 15.0159 12.6723 -0.7 0.4 -1.8 -0.182
O -7.0658 16.4266 12.8922 -1.2 -0.8 -0.4 -0.152
O -8.0990 15.2951 10.3654 1.2 2.0 -2.0 -0.112
H -9.3770 15.5014 11.9127 0.2 0.4 0.6 0.126
H -8.8401 13.9416 11.4091 0.1 -0.7 1.6 0.128
H -6.4264 14.6103 12.1866 0.0 -0.3 0.0 0.100
H -7.5286 14.3998 13.5455 -0.2 0.5 0.2 0.127
H -6.2338 16.5062 13.3645 0.8 0.3 0.3 0.036
H -8.8734 15.0636 9.8475 0.3 0.3 -0.7 0.111
C -2.6187 15.3658 5.7329 1.0 -0.7 -0.3 -0.819
O -1.9799 15.3350 4.7281 1.4 0.2 -2.8 0.060
N -2.8342 14.3177 6.4798 -0.6 -3.7 1.5 0.175
N -3.0893 16.4191 6.3133 -2.1 5.8 1.9 0.172
H -2.6178 13.4285 6.0526 -0.2 0.1 0.4 0.125
H -3.4207 14.3909 7.2989 0.2 -0.7 -0.1 0.065
H -3.6954 16.4407 7.1210 0.3 -0.7 -0.4 0.046
H -2.9213 17.3709 6.0202 0.3 -0.5 -0.6 0.126
```
Positions in Å, forces in eV/Å.

Output
LUMO energy (spin up / spin down) = -0.61 / -0.66 eV
charge = 0
frontier orbital gap (spin up / spin down) = 3.37 / 8.80 eV
HOMO energy (spin up / spin down) = -4.0 / -9.5 eV
2S+1 = 2
E_tot = -1046.2169 hartree
<S²> = 0.75

---

A molecular structure, C8H26N2O4. Source: the OMol25 dataset; level of theory: ωB97M-V/def2-TZVPD.

Geometry as XYZ:
```
40
Properties=species:S:1:pos:R:3:forces:R:3:lowdin_charge:R:1
O 9.8410 -22.0381 -16.3480 -1.6 -4.7 -2.5 -0.090
H 9.3980 -22.7643 -16.7870 -0.1 -0.4 -0.2 0.064
H 10.1182 -22.3998 -15.5062 -0.3 -1.3 0.3 0.087
O 9.3935 -24.4883 -15.6466 0.0 -0.2 0.0 -0.028
H 8.6388 -24.3419 -15.0762 -0.3 0.1 0.2 0.060
H 9.6646 -25.3872 -15.4600 0.1 -0.3 0.0 0.057
C 10.4363 -22.2906 -22.9919 0.6 -1.3 -1.4 -0.077
C 9.4421 -21.9153 -21.9041 0.9 0.3 -0.1 -0.442
C 9.7507 -22.5486 -20.5702 0.3 -1.3 1.8 -0.208
O 11.0194 -22.2255 -19.9695 0.5 -0.4 0.0 -0.191
C 11.0817 -22.2440 -18.5028 -1.1 0.4 -1.9 -0.063
N 9.5627 -20.4904 -21.8396 0.2 1.5 0.2 0.029
H 10.4254 -23.3174 -23.3573 -0.4 -0.5 0.6 0.072
H 11.4908 -22.1541 -22.7520 -0.1 0.3 0.6 0.080
H 10.3241 -21.7842 -23.9506 -0.5 0.7 0.3 0.077
H 8.4257 -22.2003 -22.1756 0.0 -0.1 -0.1 0.139
H 9.6371 -23.6241 -20.7057 0.4 -0.5 0.0 0.119
H 9.0218 -22.3401 -19.7869 -0.7 0.6 -0.3 0.113
H 12.1154 -22.2034 -18.1594 -0.1 0.2 -0.4 0.100
H 10.6075 -23.0937 -18.0116 0.4 -0.6 -1.0 0.066
H 10.4731 -21.4114 -18.1500 0.6 0.3 -0.3 0.077
H 9.1983 -20.0993 -20.9827 -0.6 -0.1 0.2 0.071
H 10.5519 -20.3582 -21.6845 0.4 0.4 -0.3 0.068
C 8.3093 -18.8649 -15.7522 0.5 -0.3 0.1 -0.069
C 9.8022 -19.0405 -15.4639 -0.5 -0.2 1.3 -0.398
C 10.2791 -17.9401 -14.4396 -0.2 0.9 -1.8 -0.180
O 11.6675 -17.9415 -14.2996 0.0 -2.0 -1.8 -0.186
C 12.3108 -17.2265 -13.3633 1.3 0.4 2.3 -0.169
N 10.1058 -20.3954 -14.9548 1.2 3.5 3.0 0.035
H 7.6939 -19.1710 -14.9062 0.1 -0.1 0.1 0.075
H 8.1254 -19.5454 -16.5835 -0.5 0.2 -0.1 0.067
H 8.0450 -17.8337 -15.9864 0.1 0.0 -0.3 0.071
H 10.3407 -18.9980 -16.4106 0.2 1.1 -0.1 0.133
H 9.7422 -17.8757 -13.4932 -0.1 -0.7 0.2 0.130
H 10.1050 -16.9853 -14.9358 -0.7 0.3 -0.2 0.117
H 12.1991 -16.1447 -13.2904 -0.5 0.3 -0.7 0.086
H 13.3760 -17.4321 -13.4686 0.1 0.1 -0.3 0.091
H 12.0981 -17.5782 -12.3537 -0.4 -0.2 0.4 0.085
H 11.0683 -20.1788 -14.7382 0.7 -0.6 0.9 0.062
H 10.1592 -21.0992 -15.6772 0.1 4.2 0.8 -0.132
```
Positions in Å, forces in eV/Å.

Output
LUMO energy = 0.12 eV
charge = 0
frontier orbital gap = 8.60 eV
HOMO energy = -8.5 eV
ΔE to the lowest compared entry with this formula, charge and spin = 104.01 kcal/mol
2S+1 = 1
E_tot = -730.6878 hartree

---

A molecular structure, C8H26N2O6Zn. Source: the OMol25 dataset; level of theory: ωB97M-V/def2-TZVPD.

Geometry as XYZ:
```
43
Properties=species:S:1:pos:R:3:forces:R:3:lowdin_charge:R:1
Zn 4.9548 -7.6574 13.2102 2.4 0.6 -1.1 0.504
O 6.3775 -7.4120 11.6256 -0.4 -0.2 0.0 -0.479
H 5.9096 -7.4365 10.7846 -0.1 0.1 0.1 -0.169
O 3.4344 -8.1683 12.0147 -1.1 0.1 -0.2 -0.404
H 2.9737 -8.5568 11.2687 0.3 -0.2 0.2 -0.095
O 6.3611 -8.9327 14.0070 -0.2 -0.3 0.2 -0.430
H 6.4291 -9.5784 14.7169 -0.3 0.1 0.0 -0.126
O 5.3273 -5.7862 13.8908 -0.2 0.1 0.7 -0.454
H 4.9900 -4.9014 14.0468 -0.3 -0.2 -0.2 -0.143
C 2.6665 -9.5491 16.6012 -0.5 -0.2 0.3 -0.074
C 3.5944 -9.3191 15.3978 -0.1 0.4 1.6 -0.437
C 3.2992 -10.2642 14.3020 -0.2 0.2 -1.1 -0.241
O 3.3202 -11.5931 14.7949 0.0 0.0 0.3 -0.182
C 2.7852 -12.4640 13.8616 0.0 -0.3 -0.5 -0.154
N 3.5680 -7.9436 14.8986 -0.1 -0.6 0.8 0.034
H 1.5955 -9.4741 16.3530 0.2 0.1 -0.2 0.070
H 2.8463 -8.8307 17.4095 0.1 0.0 -0.2 0.063
H 2.7965 -10.5526 17.0213 0.1 0.1 -0.1 0.061
H 4.6027 -9.4980 15.7739 0.1 0.0 -0.3 0.125
H 4.0232 -10.0973 13.4956 0.0 -0.3 0.1 0.106
H 2.3112 -10.0054 13.8751 0.0 -0.3 0.1 0.126
H 3.3215 -12.4000 12.9027 -0.1 0.0 0.0 0.093
H 1.7221 -12.2419 13.6755 0.0 -0.1 0.0 0.082
H 2.8799 -13.4859 14.2348 0.0 0.0 0.1 0.074
H 3.9706 -7.3598 15.6248 0.1 0.4 -0.4 0.083
H 2.6129 -7.6423 14.7334 0.1 0.1 -0.3 0.091
C 4.5515 -7.7878 8.3930 0.2 -0.5 -0.5 -0.080
C 3.4392 -6.7780 8.5936 0.3 0.2 0.2 -0.474
C 2.1090 -7.5198 8.5587 -0.1 -0.2 0.2 -0.209
O 0.9843 -6.7169 8.8995 -0.1 -0.4 0.1 -0.186
C 0.6869 -5.7638 7.9426 0.1 0.7 -0.5 -0.166
N 3.6866 -6.0740 9.8385 -0.6 -0.3 0.5 0.061
H 5.5314 -7.3244 8.5013 -0.1 0.1 -0.1 0.080
H 4.4727 -8.2592 7.4008 0.1 0.1 0.1 0.067
H 4.5240 -8.5896 9.1365 -0.1 0.1 0.1 0.083
H 3.4884 -6.0418 7.7765 -0.1 -0.1 -0.1 0.121
H 2.1536 -8.3091 9.3126 -0.1 0.1 0.0 0.114
H 1.9050 -7.9979 7.5860 0.2 0.1 -0.1 0.115
H 0.8517 -6.1144 6.9090 -0.2 -0.2 0.1 0.082
H 1.3125 -4.8594 8.0276 -0.1 -0.1 0.2 0.084
H -0.3627 -5.4814 8.0566 0.0 0.0 0.0 0.078
H 2.8562 -5.5420 10.0993 0.1 0.1 -0.2 0.064
H 3.7247 -6.7840 10.6069 0.4 0.4 -0.1 0.044
```
Positions in Å, forces in eV/Å.

Output
LUMO energy = 4.78 eV
charge = -2
frontier orbital gap = 4.26 eV
HOMO energy = 0.5 eV
ΔE to the lowest compared entry with this formula, charge and spin = 0.00 kcal/mol
2S+1 = 1
E_tot = -2660.5783 hartree

---

A molecular structure, C8H27BrCuN9O5. Source: the OMol25 dataset; level of theory: ωB97M-V/def2-TZVPD.

Geometry as XYZ:
```
51
Properties=species:S:1:pos:R:3:forces:R:3:lowdin_charge:R:1
Cu -20.1869 -15.0556 32.4508 -0.2 1.0 0.1 0.360
Br -20.5386 -12.5969 31.8174 0.4 -0.9 0.1 0.077
C -20.3554 -16.6602 29.5168 -1.0 -0.7 -0.6 -0.625
O -20.3891 -15.8157 30.3941 0.5 0.5 0.4 -0.021
N -20.0529 -16.3456 28.2224 0.2 -0.1 0.3 0.180
N -20.7434 -17.9563 29.7451 0.6 0.6 -0.5 0.186
H -19.9629 -17.0443 27.5094 0.0 -0.1 0.0 0.104
H -19.6510 -15.4440 28.0393 -0.1 0.1 0.1 0.113
H -21.0026 -18.2154 30.6738 -0.1 0.0 0.2 0.075
H -20.8197 -18.6059 28.9864 -0.1 -0.2 0.1 0.103
C -19.4252 -14.6823 35.7618 0.1 -0.1 0.6 -0.593
O -19.6813 -14.7309 34.5687 0.2 0.2 0.4 -0.020
N -20.3844 -14.8344 36.7320 0.7 0.1 -0.5 0.184
N -18.1414 -14.4669 36.2191 -0.6 -0.3 -0.2 0.173
H -20.1017 -15.0056 37.6778 -0.2 0.0 0.2 0.101
H -21.3205 -15.0390 36.4312 0.0 -0.2 0.0 0.081
H -17.9173 -14.4605 37.1955 0.0 0.2 0.1 0.100
H -17.4944 -14.0561 35.5745 0.1 0.0 0.0 0.104
C -20.1812 -18.3604 33.4226 0.6 -1.4 -0.2 -0.603
O -20.2274 -17.2313 32.9561 -0.3 0.7 -0.1 -0.007
N -19.0611 -18.8311 34.0580 -1.0 0.6 -0.2 0.192
N -21.1934 -19.2706 33.2175 0.1 0.3 0.0 0.169
H -18.9013 -19.8099 34.1928 0.0 -0.1 0.1 0.106
H -18.2936 -18.1692 34.0440 0.2 -0.2 0.0 0.066
H -21.1936 -20.1966 33.6035 0.2 0.0 0.2 0.102
H -22.0695 -18.9591 32.8383 0.0 0.3 0.0 0.107
C -22.8099 -14.4633 34.1889 -0.2 1.4 0.0 -0.635
O -22.1634 -15.0259 33.3172 0.2 -1.3 -0.8 -0.048
N -23.5857 -15.1624 35.0908 1.2 1.0 -0.2 0.169
N -22.8209 -13.0913 34.2561 -0.2 -1.6 0.1 0.170
H -24.1173 -14.5858 35.7161 -0.6 -0.5 0.0 0.102
H -23.8482 -16.0909 34.8232 -0.2 -0.1 0.2 0.109
H -23.0227 -12.6236 35.1186 -0.1 0.3 -0.1 0.103
H -22.3557 -12.6612 33.4622 0.3 0.3 0.4 -0.022
C -16.8308 -15.9835 30.2461 -0.4 -0.2 -0.6 -0.046
C -17.4325 -16.2564 31.6065 -0.1 -0.3 0.0 -0.391
C -16.3852 -16.8390 32.5382 1.1 0.6 -1.0 -0.208
O -16.9266 -17.0283 33.8169 0.3 0.3 -0.1 -0.234
C -15.9451 -17.2572 34.8051 -0.4 -0.4 0.9 -0.082
N -18.0465 -15.0147 32.1876 0.7 -0.7 0.0 0.069
H -15.9670 -15.3170 30.2539 0.1 -0.1 0.2 0.093
H -17.5794 -15.5276 29.5932 0.0 0.1 0.1 0.072
H -16.5727 -16.9297 29.7644 0.2 0.1 0.0 0.094
H -18.1827 -17.0439 31.4908 -0.3 0.4 0.0 0.120
H -15.5100 -16.1572 32.5318 -0.3 0.2 0.6 0.140
H -15.9318 -17.7353 32.0844 -0.5 -0.3 0.3 0.143
H -15.2808 -16.4030 34.9478 0.2 -0.1 -0.4 0.097
H -15.4184 -18.1954 34.6175 0.3 0.2 -0.1 0.099
H -16.4777 -17.3857 35.7512 0.0 0.0 -0.1 0.092
H -17.6542 -14.2286 31.6687 -0.6 0.1 -0.2 0.097
H -17.5830 -14.9225 33.0929 -0.8 0.1 0.2 0.082
```
Positions in Å, forces in eV/Å.

Output
LUMO energy (spin up / spin down) = -1.98 / -3.53 eV
charge = +1
frontier orbital gap (spin up / spin down) = 8.93 / 7.30 eV
HOMO energy (spin up / spin down) = -10.9 / -10.8 eV
ΔE to the lowest compared entry with this formula, charge and spin = 0.00 kcal/mol
2S+1 = 2
E_tot = -5404.5327 hartree
<S²> = 0.75